{
  "formula": "C4H7LiO2Sr",
  "method": "the ωB97M-V functional and the def2-TZVPD basis",
  "homo_ev": [-14.95, -14.73],
  "gap_ev": [7.32, 6.00],
  "charge": 2,
  "lumo_energy_ev": [-7.63, -8.73],
  "elements": ["O", "C", "C", "Li", "Sr", "H", "H", "H", "C", "C", "O", "H", "H", "H", "H"],
  "coordinates": [[0.42414, 0.17241, 1.66397], [1.47164, -0.52714, 1.91274], [1.98240, -1.17652, 0.70345], [2.73106, 1.44691, 2.41298], [-1.14614, -0.62066, -0.27786], [1.67644, -1.00538, 2.86913], [2.48801, -0.46097, 0.07465], [2.39408, -2.16890, 0.81116], [-0.12138, 0.88094, -1.88066], [0.69031, -0.41665, -1.51348], [-1.40241, 1.11526, -1.58477], [0.17283, 1.42761, -2.77425], [1.46300, 0.27458, -1.43296], [1.55145, -1.08070, -1.73286], [-1.99227, 1.28805, -0.86403]]
}


{
  "formula": "C22H32N9O6S3V",
  "method": "the ωB97M-V functional and the def2-TZVPD basis",
  "relative_energy_ev": 0.538,
  "homo_ev": [-8.81, -8.19],
  "gap_ev": [6.30, 5.68],
  "charge": 1,
  "lumo_energy_ev": [-2.51, -2.51],
  "multiplicity": 2,
  "elements": ["V", "C", "C", "S", "C", "C", "S", "C", "C", "S", "H", "H", "H", "H", "H", "H", "H", "H", "H", "H", "H", "H", "C", "N", "C", "C", "N", "N", "C", "N", "N", "H", "H", "H", "H", "H", "H", "H", "H", "H", "H", "H", "O", "C", "O", "C", "C", "C", "C", "C", "C", "N", "O", "O", "N", "O", "O", "H", "H", "H", "N", "C", "C", "C", "N", "C", "C", "H", "H", "H", "H", "H", "H"],
  "coordinates": [[-0.06531, -0.10158, 0.71559], [-3.22640, 0.80007, 3.64004], [-2.88950, 2.03414, 2.81979], [-1.90614, 1.74660, 1.29775], [-0.72558, 3.11467, 1.47383], [0.27617, 2.95004, 2.61044], [0.97577, 1.26446, 2.71426], [0.70414, 0.91592, 4.49289], [-0.71852, 0.98387, 5.03390], [-1.83001, -0.21024, 4.22759], [-3.81701, 1.08972, 4.50871], [-3.81435, 0.09884, 3.04601], [-3.82063, 2.49889, 2.49649], [-2.35242, 2.76834, 3.41623], [-0.21293, 3.12205, 0.51875], [-1.28836, 4.04225, 1.57857], [1.11153, 3.62951, 2.44742], [-0.16480, 3.18400, 3.57794], [1.12890, -0.07832, 4.64054], [1.32306, 1.62943, 5.03825], [-0.70598, 0.74951, 6.09791], [-1.14720, 1.97644, 4.91808], [-3.93445, -2.91945, -1.90776], [-3.07087, -1.75390, -1.79105], [-3.31760, -0.58322, -2.62886], [-2.11414, -1.66784, -0.83432], [-1.30175, -0.67007, -0.70076], [-2.02924, -2.74308, 0.03583], [-1.30417, -2.80424, 1.21230], [-1.31677, -4.04096, 1.79706], [-0.69033, -1.78791, 1.69868], [-4.58787, -2.78339, -2.76219], [-4.56762, -3.05262, -1.02470], [-3.35917, -3.83209, -2.08664], [-4.22037, -0.75017, -3.20665], [-2.49804, -0.39775, -3.32735], [-3.46653, 0.30588, -2.01149], [-1.43470, 0.06105, -1.39040], [-2.56167, -3.55949, -0.20352], [-1.97301, -4.74321, 1.50610], [-0.98562, -4.11533, 2.74238], [-0.24454, -2.00350, 2.58056], [2.56174, 1.33091, -0.11327], [1.61751, 1.53669, -0.86375], [0.37754, 1.32767, -0.56341], [1.84022, 2.07045, -2.25952], [3.12179, 2.34870, -2.71188], [3.29948, 2.77959, -4.01555], [2.24039, 2.92806, -4.89276], [0.97482, 2.62555, -4.42531], [0.76357, 2.21130, -3.12163], [-0.17072, 2.71044, -5.33431], [-1.21912, 2.21008, -4.96050], [-0.01180, 3.27388, -6.39362], [4.66003, 3.06714, -4.49751], [4.77099, 3.51584, -5.62022], [5.57818, 2.84804, -3.73375], [3.96409, 2.22351, -2.04599], [2.40381, 3.25757, -5.90789], [-0.23703, 1.99757, -2.78331], [3.85451, -4.70943, 0.58381], [3.12880, -3.57026, 0.45609], [2.22761, -3.37372, -0.59851], [1.44222, -2.24280, -0.61950], [1.47534, -1.29032, 0.32204], [2.41112, -1.43133, 1.27602], [3.22898, -2.52769, 1.39257], [3.89087, -5.36372, -0.17699], [4.60448, -4.74030, 1.25060], [2.14311, -4.10641, -1.39108], [0.73483, -2.08607, -1.42381], [2.51874, -0.60762, 1.96453], [3.94794, -2.58066, 2.20021]]
}


{
  "formula": "C9H14",
  "method": "the ωB97M-V functional and the def2-TZVPD basis",
  "relative_energy_ev": 2.810,
  "homo_ev": -8.92,
  "gap_ev": 9.89,
  "lumo_energy_ev": 0.96,
  "smiles": "Cc1ccccc1.CC",
  "elements": ["C", "C", "C", "C", "C", "C", "C", "H", "H", "H", "H", "H", "H", "H", "H", "C", "C", "H", "H", "H", "H", "H", "H"],
  "coordinates": [[0.20967, -1.37692, 1.07802], [0.30756, 0.01684, 1.39760], [0.72656, 0.93729, 0.47968], [0.70060, 2.36340, 0.74550], [0.36100, 2.71654, 2.02471], [-0.26652, 1.75934, 2.80828], [-0.45735, 0.43211, 2.53731], [0.99392, -1.93545, 1.65223], [0.41834, -1.91193, 0.23636], [-0.65542, -1.95309, 1.49437], [0.97463, 0.75027, -0.62532], [0.79455, 3.14501, 0.05700], [0.25828, 3.67331, 2.52865], [-0.59187, 2.21370, 3.71594], [-0.90127, -0.03467, 3.33076], [-0.56221, -1.40293, -2.09032], [-0.21684, -1.30906, -3.76678], [-1.40906, -1.99097, -1.89502], [0.28335, -1.99858, -1.75160], [-0.64295, -0.45072, -1.54090], [-1.12684, -1.08844, -4.30184], [0.38503, -0.44095, -3.91525], [0.41685, -2.11408, -4.19937]]
}


{
  "formula": "C14H24N4O5Y",
  "method": "the ωB97M-V functional and the def2-TZVPD basis",
  "relative_energy_ev": 0.000,
  "homo_ev": -10.36,
  "gap_ev": 6.46,
  "charge": 1,
  "lumo_energy_ev": -3.90,
  "elements": ["O", "H", "Y", "N", "N", "O", "O", "C", "C", "C", "C", "H", "H", "H", "H", "H", "H", "H", "H", "O", "H", "H", "C", "H", "H", "H", "O", "H", "H", "N", "C", "C", "C", "C", "C", "C", "C", "C", "N", "C", "H", "H", "H", "H", "H", "H", "H", "H"],
  "coordinates": [[-1.49732, -1.14036, 0.74080], [-1.41069, -1.45575, 1.65403], [0.22950, -0.40589, -0.46306], [0.03122, -0.44575, -2.95748], [-0.75836, 1.47176, -1.65403], [0.14997, -1.68207, -3.53982], [-1.18205, 2.51485, -0.78610], [-0.36031, 0.55009, -3.75151], [-0.84123, 1.67351, -2.98139], [-0.29179, 0.55207, -5.23822], [-1.34086, 2.90825, -3.66935], [0.12110, -0.39029, -5.59289], [0.32943, 1.36968, -5.62328], [-1.29217, 0.68151, -5.66415], [-1.61842, 3.74487, -3.00391], [-2.23822, 2.67432, -4.27520], [-0.57863, 3.30639, -4.36759], [0.31955, -2.23041, -2.68105], [-1.68326, 3.14053, -1.35482], [1.96745, 1.32322, -0.59027], [2.81873, 1.33925, -0.11755], [1.87210, 2.17679, -1.05113], [-3.82702, -1.41451, -0.14287], [-4.01935, -2.42680, -0.51732], [-3.49381, -0.75258, -0.96219], [-4.70252, -0.97093, 0.31945], [0.59886, -2.32575, -1.15789], [-2.91036, -1.37105, 0.56098], [0.62303, -3.17510, -0.68675], [-0.15474, 1.21500, 1.54417], [0.29525, 0.59840, 2.74468], [-0.23659, 0.90895, 3.98915], [0.34870, 0.35794, 5.15036], [1.42484, -0.51963, 5.07283], [1.91168, -0.96430, 3.81395], [2.86962, -1.98441, 3.63670], [3.13326, -2.50596, 2.38215], [2.50155, -1.93083, 1.27701], [1.68283, -0.86894, 1.40725], [1.32528, -0.39900, 2.64128], [-1.11929, 1.54364, 1.57191], [0.41680, 1.99695, 1.21818], [-1.08936, 1.58864, 4.05564], [-0.04227, 0.64363, 6.12945], [1.90324, -0.92794, 5.96582], [3.35036, -2.39466, 4.51445], [3.81972, -3.32357, 2.19443], [2.64458, -2.27373, 0.24513]]
}


no.,E_tot (Eh)
1,-344.4341
2,-3940.0687
3,-351.2269
4,-1181.2596